# 1
10
Properties=species:S:1:pos:R:3:mulliken_charge:R:1 method="wB97M-V/def2-TZVPD" homo_energy_ha="-0.3285 / -0.3371" de_lowest_kcal_mol=125.6 energy_ha=-284.2672
C -0.536 0.833 -0.335 -0.9340
C 0.066 -0.088 0.607 0.2350
N 1.200 -0.711 -0.096 0.0230
O 2.487 -0.759 0.125 -0.4609
O -0.897 -1.130 0.783 -0.5356
H -1.204 0.387 -0.976 0.3912
H -0.179 1.839 -0.574 0.3126
H 0.385 0.382 1.529 0.3535
H 0.732 -1.040 -1.020 0.3032
H -0.574 -2.003 1.054 0.3120

# 2
10
Properties=species:S:1:pos:R:3:mulliken_charge:R:1 method="wB97M-V/def2-TZVPD" homo_energy_ha=-0.3617 de_lowest_kcal_mol=14.0 energy_ha=-284.4451
C 1.257 0.481 -0.315 -0.8189
N -0.137 0.274 -0.572 -0.1606
C -1.072 -0.273 0.206 0.6120
O -2.235 -0.359 -0.238 -0.6320
O -0.611 -1.065 1.268 -0.4783
H 1.308 0.803 0.795 0.2750
H 1.896 -0.363 -0.542 0.2429
H 1.421 1.455 -0.738 0.3733
H -0.525 0.766 -1.361 0.2552
H -1.303 -1.718 1.497 0.3313

# 3
10
Properties=species:S:1:pos:R:3:mulliken_charge:R:1 method="wB97M-V/def2-TZVPD" homo_energy_ha="-0.3130 / -0.3132" de_lowest_kcal_mol=153.2 energy_ha=-284.2233
C 2.897 -0.560 -0.964 0.0403
C -2.282 0.807 0.627 -0.5781
N -0.711 -1.147 0.637 -0.2134
O 3.277 0.545 -0.777 -0.3666
O -1.082 -0.119 0.041 -0.0595
H 3.567 -1.372 -1.515 0.1954
H 1.867 -0.935 -0.619 0.1317
H -2.747 1.390 -0.067 0.2810
H -1.838 1.247 1.497 0.2792
H -2.947 0.144 1.141 0.2900